Entry 1:
{
  "formula": "C33H49CoN6O2SSbSi3",
  "method": "wB97M-V/def2-TZVPD",
  "species": ["Co", "C", "Sb", "C", "C", "C", "C", "C", "C", "N", "Si", "C", "C", "C", "C", "C", "C", "C", "C", "C", "N", "Si", "C", "C", "C", "Si", "C", "C", "C", "H", "H", "H", "H", "H", "H", "H", "H", "H", "H", "H", "H", "H", "H", "H", "H", "H", "H", "H", "H", "H", "H", "H", "H", "H", "H", "H", "H", "H", "H", "H", "H", "H", "H", "H", "H", "H", "H", "N", "C", "C", "C", "C", "C", "C", "S", "O", "O", "N", "C", "N", "C", "C", "C", "N", "H", "H", "H", "H", "H", "H", "H", "H", "H", "C", "H", "H"],
  "positions_angstrom": [[-0.782839, -0.788964, -0.105815], [-0.585393, 3.262673, 1.926015], [0.946788, 1.837444, 2.445360], [-0.149871, 0.090477, 1.832786], [0.739478, -1.090834, 1.873541], [1.732886, -1.471767, 2.787065], [2.357198, -2.693887, 2.635032], [1.994919, -3.538203, 1.587635], [1.035165, -3.094915, 0.699390], [0.467918, -1.901980, 0.833848], [-1.521924, -0.091803, 3.099663], [-3.165535, 0.666162, 2.581813], [-1.151268, 0.754302, 4.769252], [-1.737595, -1.890748, 3.579288], [2.589754, 2.516911, 1.024668], [3.363529, 1.290722, 0.615790], [4.745014, 1.126144, 0.782681], [5.363366, -0.014067, 0.300430], [4.609098, -0.972197, -0.356986], [3.251669, -0.727851, -0.497468], [2.651187, 0.354770, -0.024153], [3.529489, 3.733448, 2.126672], [4.312319, 2.919302, 3.636911], [4.892154, 4.674895, 1.215926], [2.402822, 5.055609, 2.852614], [2.018884, 3.260540, -0.622818], [3.462117, 3.237068, -1.836541], [0.614607, 2.324374, -1.411975], [1.487711, 5.065681, -0.484474], [-1.416676, 3.101114, 2.612482], [-0.940295, 3.110117, 0.907161], [-0.224664, 4.281651, 2.051511], [1.980516, -0.817000, 3.613753], [3.114644, -3.005564, 3.344897], [2.444939, -4.513292, 1.464791], [0.705952, -3.686834, -0.146259], [-3.033231, 1.579530, 1.997052], [-3.741781, 0.919280, 3.477022], [-3.760413, -0.034195, 1.997548], [-1.094254, 1.845297, 4.731891], [-0.216894, 0.391751, 5.206971], [-1.963849, 0.495031, 5.455922], [-1.840932, -2.557002, 2.722855], [-2.629744, -1.999088, 4.202739], [-0.877007, -2.228918, 4.164199], [5.339407, 1.886155, 1.266167], [6.431332, -0.145344, 0.430940], [5.052219, -1.876605, -0.751535], [2.602770, -1.427709, -1.013568], [5.003741, 2.108878, 3.411088], [3.531803, 2.517184, 4.285270], [4.858664, 3.681884, 4.200404], [5.613443, 4.024278, 0.718703], [5.437034, 5.291583, 1.936812], [4.476434, 5.342579, 0.458493], [1.685954, 4.629612, 3.557182], [1.851807, 5.621377, 2.102414], [3.029844, 5.759502, 3.408465], [3.792653, 2.213399, -2.027444], [4.321359, 3.811340, -1.486167], [3.136793, 3.663888, -2.790009], [0.973780, 1.446855, -1.949351], [0.072161, 2.973479, -2.107929], [-0.072586, 1.930120, -0.661121], [2.277777, 5.725672, -0.122735], [0.611771, 5.195579, 0.151791], [1.215931, 5.400437, -1.490205], [-4.941795, -4.612803, -5.118533], [-4.613526, -4.234512, -3.806954], [-5.605428, -4.119340, -2.835735], [-5.274629, -3.777806, -1.534071], [-3.950788, -3.568951, -1.191182], [-2.952516, -3.680131, -2.150567], [-3.282931, -4.011053, -3.451707], [-3.502319, -3.104747, 0.458874], [-4.717898, -3.031891, 1.230557], [-2.482715, -4.027525, 0.896408], [-2.771109, -1.687500, 0.282436], [-3.325220, -0.689794, -0.421523], [-4.613574, -0.598807, -0.780471], [-4.959022, 0.490311, -1.450934], [-4.074049, 1.501919, -1.789389], [-2.751055, 1.306758, -1.419782], [-2.374164, 0.232461, -0.755571], [-5.882189, -4.368230, -5.387335], [-4.276459, -4.298673, -5.807907], [-6.641836, -4.288099, -3.107225], [-6.034843, -3.653991, -0.774887], [-1.924732, -3.475566, -1.875962], [-2.506452, -4.090210, -4.204477], [-6.005649, 0.557212, -1.735664], [-4.387440, 2.382011, -2.330421], [-1.973274, 2.014524, -1.677028], [-0.257301, -1.213888, -1.760494], [-0.687875, -0.804811, -2.685063], [0.483935, -1.987494, -2.015944]],
  "forces_ev_per_a": [[-0.15, -0.35, -0.56], [-0.01, -0.01, -0.02], [-0.02, 0.04, 0.01], [0.18, 0.05, -0.07], [-0.02, 0.00, -0.04], [0.00, 0.00, 0.00], [0.00, 0.01, 0.00], [0.00, 0.00, 0.00], [0.01, 0.01, -0.04], [-0.05, 0.07, -0.04], [-0.05, -0.03, -0.01], [-0.01, 0.03, 0.01], [0.03, -0.03, 0.01], [0.01, -0.03, -0.03], [0.02, -0.02, 0.03], [0.02, 0.02, -0.02], [-0.01, 0.00, 0.02], [0.00, 0.00, -0.01], [0.00, -0.01, 0.00], [-0.02, 0.00, 0.01], [-0.02, 0.00, 0.00], [0.00, 0.00, 0.00], [-0.01, 0.01, 0.00], [0.00, -0.01, -0.01], [-0.01, 0.00, 0.00], [-0.01, -0.02, -0.02], [-0.01, -0.01, 0.00], [-0.03, 0.00, 0.01], [0.00, 0.00, -0.01], [0.00, 0.00, 0.00], [0.00, 0.01, 0.03], [0.00, 0.01, 0.00], [0.00, 0.00, 0.00], [0.00, 0.00, 0.00], [0.00, 0.00, 0.00], [0.00, 0.00, 0.00], [0.00, -0.02, -0.02], [0.01, 0.02, 0.00], [-0.01, -0.01, 0.00], [-0.01, 0.01, -0.02], [0.00, 0.01, 0.01], [0.00, 0.00, 0.00], [0.00, 0.01, 0.01], [-0.01, -0.01, -0.02], [0.00, 0.02, 0.01], [0.01, 0.01, 0.03], [0.00, 0.00, 0.00], [0.00, 0.00, 0.00], [-0.02, -0.01, 0.00], [0.02, -0.02, -0.01], [0.01, 0.00, 0.00], [0.00, 0.00, 0.00], [0.00, 0.00, 0.00], [0.00, 0.00, 0.00], [0.00, 0.00, 0.00], [0.00, 0.00, 0.00], [0.01, 0.00, 0.01], [0.00, 0.00, 0.00], [0.00, 0.00, 0.00], [0.02, 0.01, 0.02], [0.00, 0.00, 0.00], [0.01, -0.01, 0.00], [0.00, 0.00, 0.01], [0.02, -0.01, -0.03], [0.00, 0.00, 0.00], [-0.01, 0.00, 0.01], [0.00, 0.00, 0.00], [0.00, 0.00, 0.00], [0.00, 0.00, 0.00], [0.00, 0.00, 0.00], [0.00, -0.01, 0.00], [-0.01, 0.00, 0.00], [0.01, 0.00, 0.00], [-0.01, -0.01, 0.00], [0.04, -0.05, -0.02], [-0.01, 0.00, 0.00], [0.00, 0.00, 0.02], [-0.03, 0.12, 0.13], [0.00, 0.01, -0.01], [0.01, 0.00, 0.02], [-0.01, 0.00, 0.00], [0.00, -0.01, 0.00], [0.02, 0.02, -0.02], [0.07, -0.06, 0.05], [0.00, 0.00, 0.00], [0.00, 0.00, 0.00], [0.00, 0.00, 0.00], [0.00, 0.00, 0.00], [0.00, 0.00, 0.00], [0.00, 0.00, 0.00], [0.00, 0.00, 0.00], [0.00, 0.00, 0.00], [0.00, -0.01, 0.00], [0.01, 0.20, 0.56], [0.01, 0.02, -0.01], [0.02, 0.01, 0.01]],
  "lowdin_charge": [0.343, -0.305, 1.430, -0.490, -0.457, -0.055, -0.074, -0.073, -0.113, 0.010, 0.392, -0.170, -0.240, -0.159, -0.550, -0.423, -0.052, -0.073, -0.071, -0.131, 0.112, 0.390, -0.190, -0.179, -0.192, 0.451, -0.161, -0.189, -0.181, -0.012, -0.004, -0.019, 0.093, 0.100, 0.094, 0.117, 0.015, 0.029, 0.011, -0.001, 0.015, 0.024, 0.000, 0.039, 0.031, 0.072, 0.101, 0.095, 0.091, 0.018, 0.007, 0.029, 0.021, 0.029, 0.016, 0.014, 0.009, 0.033, 0.030, 0.017, 0.031, 0.026, 0.035, -0.016, 0.012, 0.014, 0.031, 0.076, -0.332, -0.041, -0.062, -0.295, -0.051, -0.032, 0.580, -0.318, -0.325, -0.103, -0.477, 0.153, -0.138, -0.065, -0.104, 0.053, 0.077, 0.078, 0.103, 0.110, 0.098, 0.107, 0.102, 0.087, 0.091, -0.121, -0.041, -0.052],
  "charge": -1,
  "e_lumo_ev": [2.5, 2.5],
  "homo_lumo_gap_ev": [6.5, 6.6],
  "e_homo_ev": [-3.96, -4.08],
  "total_energy_ev": -126686.5531,
  "relative_energy_kj_mol": 3.3
}


Entry 2:
{
  "formula": "C14H27AgN5O",
  "method": "wB97M-V/def2-TZVPD",
  "species": ["Ag", "C", "C", "C", "C", "N", "H", "H", "H", "H", "H", "H", "H", "H", "H", "O", "N", "C", "C", "C", "C", "C", "H", "H", "H", "H", "H", "C", "N", "C", "C", "N", "N", "C", "C", "H", "H", "H", "H", "H", "H", "H", "H", "H", "H", "H", "H", "H"],
  "positions_angstrom": [[0.474511, -1.446297, -0.319050], [-1.706529, -2.871543, -2.668618], [-1.984513, -3.076705, -1.148161], [-3.116252, -2.064628, -0.777727], [-2.614728, -4.490856, -1.001596], [-0.840100, -3.003304, -0.331387], [-2.602244, -2.957107, -3.309741], [-0.968652, -3.612445, -2.985465], [-1.257415, -1.886259, -2.814337], [-4.049216, -2.191677, -1.353370], [-2.743005, -1.052450, -0.949231], [-3.327545, -2.163603, 0.289422], [-3.511457, -4.644063, -1.620880], [-2.873178, -4.643192, 0.049037], [-1.858877, -5.230864, -1.273325], [2.388637, -0.331299, 0.150517], [2.908663, -0.458421, 1.391159], [3.752324, 0.531814, 1.869268], [4.146928, 0.545797, 3.177957], [3.699160, -0.427100, 4.094692], [2.780414, -1.392582, 3.581243], [2.403542, -1.391114, 2.273955], [4.083800, 1.234141, 1.119769], [4.827466, 1.337173, 3.477031], [3.974062, -0.393964, 5.139707], [2.346356, -2.157336, 4.214749], [1.692477, -2.079719, 1.836404], [1.457417, 2.931475, 0.256152], [0.832112, 2.673736, -1.039348], [1.805161, 2.178949, -2.002497], [-0.353636, 1.930349, -0.989707], [-0.492178, 0.887749, -1.705244], [-1.281950, 2.445511, -0.056168], [-2.345414, 1.533862, 0.310371], [-1.749724, 3.783961, -0.328599], [1.899941, 2.013952, 0.654065], [0.722905, 3.309074, 0.963765], [2.243645, 3.681018, 0.128441], [2.578582, 2.943806, -2.121514], [1.318366, 1.998023, -2.957542], [2.258828, 1.243806, -1.657446], [-1.411780, 0.464484, -1.636836], [-3.127069, 1.457470, -0.463477], [-2.811364, 1.886408, 1.234237], [-1.941018, 0.535840, 0.483623], [-0.909859, 4.423180, -0.595422], [-2.233900, 4.190975, 0.563877], [-2.483709, 3.803994, -1.152748]],
  "forces_ev_per_a": [[-0.06, -0.53, 0.14], [0.04, -0.01, -0.06], [0.05, -0.01, -0.03], [0.05, 0.04, 0.05], [0.04, -0.01, 0.04], [-0.04, 0.27, -0.01], [-0.04, -0.02, 0.02], [0.00, -0.02, 0.00], [0.00, 0.04, 0.02], [-0.02, -0.05, -0.03], [0.00, 0.01, 0.00], [-0.01, 0.00, 0.01], [-0.04, 0.02, -0.04], [0.00, -0.03, 0.01], [0.00, -0.02, 0.00], [0.10, 0.24, -0.01], [-0.31, -0.07, -0.01], [0.09, -0.11, -0.01], [0.03, 0.04, -0.14], [-0.01, 0.02, 0.06], [-0.03, -0.06, -0.06], [0.12, 0.12, 0.03], [0.00, 0.02, 0.02], [-0.01, -0.03, 0.06], [0.00, -0.02, 0.00], [0.04, 0.03, 0.05], [-0.01, -0.02, 0.03], [0.00, 0.04, 0.05], [-0.16, 0.09, -0.11], [0.04, -0.03, 0.02], [0.18, -0.17, 0.00], [-0.02, 0.37, -0.23], [-0.09, -0.26, 0.00], [-0.04, -0.02, 0.03], [0.04, 0.11, 0.06], [0.00, 0.00, 0.03], [0.02, 0.00, -0.01], [-0.01, 0.00, -0.02], [0.02, -0.02, 0.00], [-0.01, 0.01, -0.01], [0.01, 0.00, -0.02], [0.03, 0.00, 0.06], [0.00, 0.00, 0.01], [-0.01, 0.01, -0.03], [0.03, 0.01, 0.03], [-0.01, 0.00, -0.01], [0.00, 0.00, -0.01], [0.01, 0.01, 0.01]],
  "lowdin_charge": [0.544, -0.152, -0.937, -0.142, -0.151, -0.276, 0.038, 0.041, 0.026, 0.041, 0.009, 0.046, 0.039, 0.040, 0.040, -0.358, -0.251, -0.121, -0.169, -0.187, -0.146, -0.103, 0.091, 0.074, 0.045, 0.078, 0.067, -0.075, -0.175, -0.103, -0.483, 0.146, -0.194, -0.107, -0.105, 0.058, 0.072, 0.075, 0.070, 0.069, 0.068, 0.009, 0.080, 0.078, 0.061, 0.073, 0.075, 0.081],
  "charge": -2,
  "e_lumo_ev": [4.9, 4.9],
  "homo_lumo_gap_ev": [3.2, 3.2],
  "e_homo_ev": [1.71, 1.72],
  "total_energy_ev": -28446.2068,
  "multiplicity": 2,
  "relative_energy_kj_mol": 0.0
}


Entry 3:
{
  "formula": "C6H7NO2",
  "method": "wB97M-V/def2-TZVPD",
  "species": ["C", "O", "N", "C", "C", "C", "C", "C", "O", "H", "H", "H", "H", "H", "H", "H"],
  "positions_angstrom": [[-2.095917, 2.079322, -0.942339], [-0.788467, 1.811844, -1.202611], [-0.221936, 0.772583, -0.518191], [1.015981, 0.611984, -0.878411], [1.934738, -0.302797, -0.151286], [1.641671, -1.384616, 0.691958], [0.348642, -1.814167, 1.028031], [-0.125314, -2.599991, 1.956132], [-0.625424, -3.268994, 2.781889], [-2.356414, 3.109540, -0.700791], [-2.436785, 1.601104, -0.018935], [-2.628815, 1.693545, -1.794777], [1.413639, 1.366276, -1.433970], [3.045813, -0.287407, -0.463910], [2.386085, -1.909642, 1.207848], [-0.507497, -1.478583, 0.439362]],
  "forces_ev_per_a": [[-2.02, -0.73, 1.32], [2.62, 0.99, -0.66], [0.65, -1.01, -0.05], [-1.57, -1.62, 3.48], [1.16, -2.46, 0.08], [0.18, 3.06, -1.82], [-2.14, 0.24, -0.65], [-0.47, -1.46, 2.00], [0.79, 0.99, -1.34], [0.69, 0.43, -0.70], [0.08, -0.59, -0.19], [-0.93, 0.15, -0.17], [1.32, 1.73, -2.09], [-1.96, 0.50, 0.63], [1.52, -0.46, 0.21], [0.11, 0.25, -0.06]],
  "lowdin_charge": [-0.132, -0.186, 0.049, -0.117, -0.067, -0.115, -0.120, -0.145, 0.177, 0.085, 0.085, 0.081, 0.080, 0.116, 0.088, 0.122],
  "e_lumo_ev": 0.2,
  "homo_lumo_gap_ev": 8.2,
  "e_homo_ev": -7.94,
  "total_energy_ev": -11916.1841,
  "smiles": "CO/N=C/C=C\\C=C=O",
  "relative_energy_kj_mol": 409.8
}